C8H11N2 | ωB97M-V with the def2-TZVPD basis set

Last column: Mulliken charge in e.
Element x y z (Å)
C  1.115  1.952  0.163  -1.050
H  0.334  -2.201  -1.485  0.303
H  -1.029  -1.533  0.925  0.408
N  -2.389  1.224  0.050  -0.074
H  -2.285  2.082  0.544  0.405
H  -0.098  1.355  -1.796  0.395
H  -0.575  0.962  1.115  0.319
C  0.537  -1.447  -0.554  0.248
H  2.199  -2.676  0.121  0.337
C  0.213  1.079  -0.735  0.202
N  1.052  -0.174  -0.892  0.119
C  -0.881  -1.042  0.005  -1.166
H  -2.995  0.584  0.466  0.325
H  2.997  1.676  1.170  0.382
H  1.325  -1.747  1.410  0.350
C  -0.998  0.553  0.079  -0.432
C  2.207  1.189  0.486  -0.156
H  -1.787  -1.313  -0.494  0.552
C  2.111  -0.059  -0.048  -0.049
H  -2.682  1.396  -0.942  0.393
C  1.631  -1.862  0.410  -0.809

Energy above the lowest of the compared OMol25 structures with the same formula, charge and spin = 698.76 kJ/mol
Net charge = +1
Kohn-Sham gap = 7.58 eV
E_tot = -11440.58655 eV
HOMO energy = -11.46 eV
Strongest force on any atom = 0.10196 hartree/bohr
E_LUMO = -3.9 eV